No. 1
Computed, not measured: an isolated molecule of C4H9NO, with ωB97M-V/def2-TZVPD.

Output
net charge	0
LUMO energy	0.9	eV
2S+1	1
HOMO energy	-9.37	eV
SMILES	CCN(C)C=O

Last column: natural (NBO) charge in e.
Element x y z (Å)
C 1.8630 0.0094 0.0625  -0.619
C 0.6335 0.3110 -0.7930  -0.227
N -0.6337 0.0846 -0.0816  -0.439
C -1.3347 -1.1856 0.0492  -0.401
C -1.0998 1.1652 0.6023  0.531
O -0.5657 2.2581 0.6155  -0.623
H 2.7880 0.2038 -0.4942  0.215
H 1.8813 -1.0345 0.3893  0.199
H 1.8661 0.6551 0.9473  0.221
H 0.6505 -0.2372 -1.7406  0.194
H 0.6426 1.3783 -1.0332  0.238
H -0.7240 -1.9798 0.4960  0.197
H -1.7474 -1.5545 -0.8981  0.197
H -2.1853 -1.0286 0.7230  0.209
H -2.0343 0.9545 1.1554  0.107

No. 2
Computed, not measured: an isolated molecule of C4H9NO in a non-equilibrium geometry, with ωB97M-V/def2-TZVPD.

Output
net charge	0
LUMO energy	0.9	eV
2S+1	1
HOMO energy	-8.47	eV
SMILES	[H]/N=C(\CC)CO

Last column: natural (NBO) charge in e.
Element x y z (Å)
H 2.3998 -1.1951 -0.0102  0.358
N 2.0681 -0.3042 0.3613  -0.787
C 0.8332 -0.0407 0.0652  0.388
C -0.2311 -1.0843 -0.1846  -0.482
C -1.6675 -0.5750 -0.2321  -0.611
C 0.6084 1.4032 -0.3105  -0.140
O 0.0719 1.4602 1.1551  -0.721
H -0.1266 -1.8479 0.5948  0.224
H 0.0208 -1.5710 -1.1361  0.224
H -1.8375 0.0438 -1.1104  0.198
H -2.3618 -1.4145 -0.2581  0.215
H -1.8911 0.0256 0.6461  0.228
H -0.2748 1.6848 -0.8825  0.204
H 1.5519 1.9360 -0.4481  0.216
H 0.8361 1.4792 1.7501  0.485

No. 3
Computed, not measured: a structure of composition C4H9NO in a non-equilibrium geometry, with ωB97M-V/def2-TZVPD.

Output
net charge	0
LUMO energy	0.9	eV
2S+1	1
HOMO energy	-9.00	eV

Last column: natural (NBO) charge in e.
Element x y z (Å)
C 0.2227 1.9493 0.3813  -0.631
C 0.6500 0.4836 0.2829  0.086
O 0.6530 -0.1495 1.5449  -0.730
C -0.3057 -0.2826 -0.6559  -0.112
C -0.1437 -1.7873 -0.6817  -0.415
N -1.4327 -0.8144 -0.0184  -0.555
H 0.8771 2.4849 1.0776  0.222
H 0.2688 2.4485 -0.5964  0.206
H -0.8075 2.0184 0.7555  0.210
H 1.6726 0.4250 -0.1171  0.171
H -0.2670 -0.4886 1.6275  0.485
H -0.4364 0.1711 -1.6489  0.180
H 0.6327 -2.1481 -0.0088  0.249
H -0.2303 -2.2209 -1.6830  0.237
H -1.3535 -2.0893 -0.2595  0.397

No. 4
Computed, not measured: an isolated molecule of C4H9NO in a non-equilibrium geometry, with ωB97M-V/def2-TZVPD.

Output
net charge	0
LUMO energy	1.0	eV
2S+1	1
HOMO energy	-9.60	eV
SMILES	C[C@]1(CN)CO1

Last column: natural (NBO) charge in e.
Element x y z (Å)
C 0.4184 -1.0630 1.1847  -0.627
C 0.3918 -0.0788 0.0477  0.170
C -0.6283 -0.3166 -1.0183  -0.237
N -2.0427 -0.2993 -0.5377  -0.812
C 1.5274 0.7320 -0.3043  -0.106
O 0.4695 1.2465 0.5059  -0.496
H -0.5181 -1.0401 1.7403  0.215
H 0.6479 -2.0352 0.8177  0.212
H 1.2334 -0.8033 1.8855  0.222
H -0.4483 0.4660 -1.7785  0.195
H -0.4755 -1.2573 -1.5535  0.198
H -2.1478 -1.0938 0.1016  0.344
H -2.1109 0.5330 0.1324  0.353
H 1.5961 1.1344 -1.3059  0.185
H 2.5106 0.5781 0.2179  0.184

No. 5
Computed, not measured: a cluster of 2 separate species, C4H9NO in total, with ωB97M-V/def2-TZVPD.

Output
net charge	0
LUMO energy	0.8	eV
2S+1	1
HOMO energy	-9.16	eV
SMILES	CC(C)=N.C=O

Last column: natural (NBO) charge in e.
Element x y z (Å)
C -1.1370 0.0134 0.9413  -0.692
C -0.3974 0.1591 -0.3625  0.358
C -1.1723 -0.0309 -1.6342  -0.686
N 0.8038 0.5752 -0.3549  -0.636
H -1.8604 -0.8088 0.9205  0.216
H -1.7014 0.9423 1.0845  0.235
H -0.4533 -0.1014 1.7876  0.264
H -0.5007 -0.2237 -2.4765  0.220
H -1.6974 0.9125 -1.8176  0.236
H -1.9161 -0.8284 -1.5657  0.225
H 1.1993 0.6620 -1.2913  0.340
C 2.2061 -0.2897 1.2074  0.295
O 1.8664 0.0188 2.3269  -0.586
H 1.8570 -1.2194 0.7134  0.101
H 2.9601 0.2727 0.6271  0.110

No. 6
Computed, not measured: an isolated molecule of C4H9NO, with ωB97M-V/def2-TZVPD.

Output
net charge	0
LUMO energy	1.1	eV
2S+1	1
HOMO energy	-9.20	eV
SMILES	N[C@H]1C[C@H](O)C1

Last column: natural (NBO) charge in e.
Element x y z (Å)
N 2.0248 -0.0119 -0.5508  -0.841
C 1.0587 0.0220 0.5313  -0.048
C -0.0303 1.0797 0.2511  -0.422
C -0.8739 -0.0190 -0.4094  0.101
O -2.2367 0.0772 -0.0771  -0.715
C -0.0107 -1.0598 0.3179  -0.437
H 2.6585 0.7812 -0.4919  0.358
H 2.5789 -0.8604 -0.4929  0.356
H 1.4978 0.0408 1.5488  0.165
H 0.2522 1.9427 -0.3667  0.209
H -0.5020 1.3990 1.1806  0.217
H -0.7092 -0.0779 -1.4921  0.171
H -2.7327 -0.5933 -0.5716  0.468
H -0.5020 -1.3463 1.2532  0.215
H 0.3159 -1.9576 -0.2398  0.202

No. 7
Computed, not measured: a cluster of 2 separate species, C4H9NO in total in a non-equilibrium geometry, with ωB97M-V/def2-TZVPD.

Output
net charge	0
LUMO energy	1.0	eV
2S+1	1
HOMO energy	-8.86	eV
SMILES	C=C=O.CNC

Last column: natural (NBO) charge in e.
Element x y z (Å)
C 1.2869 1.6891 1.2053  -0.796
C 0.3447 0.9049 1.6889  0.746
O -0.4284 0.2384 2.2620  -0.498
H 1.9721 2.1472 1.9083  0.255
H 1.3652 1.8690 0.1438  0.257
C 0.7367 -0.8785 -0.8808  -0.419
N -0.3885 0.0214 -0.6871  -0.628
C -1.6317 -0.6814 -0.4158  -0.420
H 0.5769 -1.6169 -1.6840  0.169
H 1.6402 -0.3031 -1.1048  0.202
H 0.9198 -1.4268 0.0500  0.198
H -0.4975 0.6156 -1.5017  0.358
H -1.8227 -1.5152 -1.1123  0.166
H -1.6045 -1.0835 0.6032  0.206
H -2.4692 0.0197 -0.4748  0.203

No. 8
Computed, not measured: a cluster of 2 separate species, C4H9NO in total in a non-equilibrium geometry, with ωB97M-V/def2-TZVPD.

Output
net charge	0
LUMO energy	0.4	eV
2S+1	1
HOMO energy	-8.66	eV
SMILES	C=NC(=C)C.O

Last column: natural (NBO) charge in e.
Element x y z (Å)
C 0.2564 1.1052 1.7997  -0.014
N 0.5159 0.3515 0.8320  -0.469
C 0.4948 0.2651 -0.5625  0.143
C 0.0848 1.3042 -1.3077  -0.392
C 0.7970 -1.0854 -1.1237  -0.652
H 0.7315 0.7721 2.7261  0.160
H -0.3874 1.9881 1.9107  0.140
H -0.2065 2.2335 -0.8416  0.194
H 0.1179 1.2595 -2.3884  0.201
H 0.2078 -1.4080 -1.9764  0.226
H 1.8320 -1.0088 -1.4478  0.218
H 0.7078 -1.9179 -0.4350  0.245
O -1.6999 -1.4453 0.6035  -0.945
H -1.3741 -0.5745 0.8387  0.477
H -2.0778 -1.8392 1.3726  0.469

No. 9
Computed, not measured: an isolated molecule of C4H9NO, with ωB97M-V/def2-TZVPD.

Output
net charge	0
LUMO energy	1.0	eV
2S+1	1
HOMO energy	-9.78	eV
SMILES	C/N=C(/C)OC

Last column: natural (NBO) charge in e.
Element x y z (Å)
C 0.5317 -1.8994 0.9618  -0.448
N -0.3391 -0.7635 1.2523  -0.450
C -0.1626 0.2841 0.5704  0.557
C -0.9880 1.5389 0.6714  -0.687
O 0.8562 0.3707 -0.3519  -0.554
C 0.4242 0.3846 -1.6982  -0.257
H 1.1567 -1.7878 0.0673  0.190
H 1.1965 -2.0579 1.8163  0.205
H -0.0854 -2.7944 0.8451  0.201
H -0.3186 2.4048 0.6291  0.227
H -1.6699 1.6197 -0.1858  0.225
H -1.5862 1.5682 1.5832  0.241
H 1.2317 -0.0535 -2.2884  0.197
H 0.2337 1.4088 -2.0387  0.176
H -0.4809 -0.2232 -1.8340  0.178

No. 10
Computed, not measured: a cluster of 2 separate species, C4H9NO in total in a non-equilibrium geometry, with ωB97M-V/def2-TZVPD.

Output
net charge	0
LUMO energy	0.8	eV
2S+1	1
HOMO energy	-7.98	eV
SMILES	C=CN.CC=O

Last column: natural (NBO) charge in e.
Element x y z (Å)
C 2.4369 -0.2078 -0.9229  -0.555
C 2.1547 -0.0005 0.4772  0.006
N 0.8688 0.4567 0.9964  -0.867
H 1.5667 -0.3293 -1.6029  0.186
H 3.4441 -0.5236 -1.2766  0.210
H 2.9420 -0.3998 1.1750  0.200
H 0.2293 0.9964 0.3426  0.424
H 1.1347 0.8728 1.8826  0.381
C -1.4562 -1.2242 -0.3936  -0.746
C -2.1849 -0.0095 -0.2029  0.449
O -1.7761 1.1629 0.0313  -0.554
H -0.4147 -0.8478 -0.7072  0.238
H -1.7068 -1.7279 -1.3383  0.252
H -1.4691 -1.7224 0.5660  0.269
H -3.3024 -0.1657 -0.0133  0.107

No. 11
Computed, not measured: a structure of composition C4H9NO in a non-equilibrium geometry, with ωB97M-V/def2-TZVPD.

Output
net charge	0
LUMO energy (spin up / spin down)	-0.1 / -0.1	eV
2S+1	1
HOMO energy (spin up / spin down)	-8.20 / -8.20	eV

Last column: natural (NBO) charge in e.
Element x y z (Å)
C -1.1511 -0.9272 0.0996  -0.434
C 0.0528 -0.2409 0.2136  -0.018
C 1.1969 -0.5336 -0.7273  -0.063
O 2.2598 0.3684 -0.6228  -0.704
C -0.3315 1.1623 0.5764  -0.024
N 0.4966 0.5616 1.4628  -0.550
H -1.5485 0.5391 -1.2230  -0.030
H -1.2713 -1.6731 -0.6856  0.219
H -1.9679 -0.8527 0.8045  0.215
H 1.5211 -1.5718 -0.5479  0.166
H 0.7942 -0.4754 -1.7449  0.193
H 2.2810 0.6569 0.3025  0.480
H -1.3495 1.4108 0.9032  0.186
H -1.1229 1.2002 -1.2112  0.001
H 0.1400 0.3754 2.4002  0.365

No. 12
Computed, not measured: an isolated molecule of C4H9NO, with ωB97M-V/def2-TZVPD.

Output
net charge	0
LUMO energy	0.6	eV
2S+1	1
HOMO energy	-6.30	eV

Last column: natural (NBO) charge in e.
Element x y z (Å)
C -1.9131 -0.0789 -0.0966  -0.410
N -0.4936 -0.0335 -0.4587  -0.388
C 0.5407 -1.0163 0.0393  -0.263
C 1.5403 0.0495 -0.4592  -0.144
O 2.8063 0.1171 0.1224  -0.720
C 0.4556 1.0564 -0.0190  -0.263
H -2.0122 -0.0577 0.9901  0.220
H -2.4263 0.7874 -0.5223  0.217
H -2.3603 -0.9989 -0.4820  0.217
H 0.4599 -2.0084 -0.4206  0.194
H 0.3637 -1.0975 1.1378  0.142
H -0.2501 -0.0520 -1.4622  0.438
H 2.7254 0.1372 1.0915  0.423
H 0.2692 1.1847 1.0734  0.142
H 0.2944 2.0110 -0.5338  0.194